103
Properties=species:S:1:pos:R:3:forces:R:3 method="wB97M-V/def2-TZVPD" max_force_ha_per_bohr=0.069 total_energy_ev=-66166.8117 homo_ev=-5.82 e_above_lowest_ev=1.421
Ba -0.877925 1.397739 -0.548235 0.423 -0.218 0.089
C -1.574039 -0.318603 -3.527268 -0.497 0.584 1.536
N -1.167314 1.133257 -3.369624 1.176 -0.838 -1.302
C -2.102183 2.070098 -4.009782 -1.776 -2.816 1.260
C -3.300298 2.215082 -3.125313 -2.104 0.931 0.708
C -4.608856 1.926698 -3.576541 0.931 0.541 0.298
C -5.662804 2.259483 -2.742036 0.227 -0.240 0.488
C -5.362475 2.693105 -1.449615 -1.983 1.095 0.806
C -4.078038 2.993624 -1.052553 0.048 -0.123 -0.242
N -3.116065 2.776876 -1.913313 2.322 -0.452 -1.343
C 0.095422 1.341231 -4.083515 -0.129 -0.254 -1.305
C 1.332258 0.926673 -3.435582 -0.182 1.421 2.568
C 2.152278 0.158112 -4.144350 1.997 -2.091 -0.984
C 3.349127 -0.287115 -3.574978 0.319 -0.672 -0.936
C 3.650244 0.086831 -2.292793 0.107 -0.105 0.604
C 2.785461 0.976303 -1.651324 -0.504 0.208 -0.737
N 1.649253 1.435018 -2.198795 0.306 -0.932 -0.341
C -2.800786 -0.640484 -2.665189 -0.318 0.134 -0.224
C -3.954189 -1.151107 -3.236475 0.161 -0.067 -0.765
C -5.181393 -1.089536 -2.486445 -0.383 0.173 -0.796
C -5.058683 -0.932471 -1.166275 -0.954 -0.476 0.115
C -3.692897 -1.120860 -0.625228 0.721 0.288 1.360
N -2.742414 -0.343725 -1.371880 0.968 0.650 -0.324
H -0.759763 -0.995912 -3.208809 -0.030 0.648 0.021
H -1.781034 -0.549439 -4.550907 -0.190 0.009 -0.965
H -2.457526 1.654463 -4.953895 0.199 0.232 -0.434
H -1.630060 2.988612 -4.109871 0.766 1.706 -0.360
H -4.749541 1.499130 -4.557328 -0.099 0.019 -0.071
H -6.715789 2.180287 -3.044612 0.610 -0.181 0.111
H -6.216974 2.950946 -0.800010 0.570 -0.278 -0.216
H -3.694334 3.433928 -0.106059 -1.086 -0.380 -0.437
H 0.206951 2.392637 -4.270624 -0.062 0.688 -0.130
H 0.218378 0.839870 -5.098856 -1.198 0.573 0.794
H 1.857547 -0.229496 -5.123269 0.144 0.260 0.308
H 3.973992 -0.958255 -4.194757 -0.207 0.408 0.741
H 4.473094 -0.311234 -1.692425 -0.220 0.164 -0.620
H 3.056521 1.301695 -0.657807 -0.216 0.229 -0.105
H -3.961236 -1.243390 -4.305963 -0.123 -0.306 -0.405
H -6.188572 -1.042800 -2.982641 1.167 -0.076 0.370
H -5.950532 -0.783996 -0.565824 0.245 0.062 0.329
H -3.280175 -2.151254 -0.769927 -0.886 -0.139 0.430
C 7.483104 -2.727387 -3.270734 -0.382 2.494 -1.954
O 7.010735 -1.547426 -2.632599 0.297 0.119 -0.817
C 6.942299 -1.497766 -1.294114 -1.224 0.288 0.556
C 6.590672 -0.229049 -0.769211 0.786 -0.001 0.725
C 6.433785 -0.011269 0.584111 0.546 -2.216 0.352
C 6.557947 -1.137798 1.476062 -1.333 0.312 -0.409
C 6.778216 -2.396858 0.942751 0.429 1.533 -1.431
C 6.978917 -2.595348 -0.466973 0.116 1.059 2.304
N 6.310670 -0.993011 2.932806 1.028 0.414 -0.239
N 5.200993 -0.627272 3.361517 0.433 -1.056 -1.542
C 4.139897 -0.653530 2.385387 -1.448 1.876 0.953
C 3.608513 -1.796882 1.821873 1.624 -0.189 0.565
C 2.460529 -1.734056 1.060040 -0.188 -0.776 0.179
C 1.713831 -0.557817 0.827953 1.035 -1.414 0.181
O 0.665911 -0.598254 0.135781 -1.294 0.648 -0.604
C 2.269257 0.619702 1.411494 -0.243 1.145 0.873
N 1.633393 1.821326 1.169034 -0.638 -0.588 -0.721
C 2.108114 2.931430 1.620611 1.597 0.568 1.240
C 3.284636 2.984874 2.470038 -1.537 0.608 -0.948
C 3.881104 1.814302 2.721919 1.045 -1.162 0.920
C 3.410038 0.577626 2.246888 -0.227 -1.099 -1.409
H 7.594710 -2.412716 -4.340726 0.099 -0.336 0.895
H 6.772469 -3.492089 -3.275874 -1.144 -1.415 0.431
H 8.417485 -3.007414 -2.897891 1.463 -0.669 0.703
H 6.531107 0.628036 -1.417226 0.008 -0.002 -0.383
H 6.242911 0.969342 0.949346 -0.215 0.573 0.316
H 6.801119 -3.202930 1.617780 0.104 -1.079 0.579
H 7.250937 -3.567539 -0.773686 0.046 -0.868 -0.589
H 4.196006 -2.737853 1.990349 -0.975 0.786 -0.283
H 2.075703 -2.686879 0.712491 -0.197 0.240 -0.316
H 1.676034 3.898520 1.362301 -0.426 -0.329 -0.133
H 3.596795 3.946977 2.857353 0.220 -0.162 -0.015
H 4.762795 1.654723 3.313213 0.440 0.792 0.442
C -2.253928 2.966255 4.166521 1.904 1.268 0.909
N -1.710368 1.629927 4.214047 0.414 0.124 -0.213
C -1.291031 1.176470 5.510007 2.201 -0.471 1.434
C -1.314728 1.037227 3.069925 -0.915 -0.603 0.128
C -0.571127 -0.272914 3.244140 0.069 1.109 -0.502
O -1.652863 1.514721 1.976111 0.463 0.028 0.450
H -1.856082 3.504629 3.308056 -0.116 -0.154 -0.184
H -1.804260 3.505005 5.065015 -1.104 -0.481 -1.018
H -3.318881 2.999037 4.123005 -0.796 0.002 0.245
H -0.113967 1.257740 5.722185 -2.375 0.407 -0.529
H -1.442038 0.106611 5.673603 -0.433 0.167 -0.168
H -1.859444 1.740705 6.272771 0.514 -0.421 -0.348
H 0.377759 -0.010133 3.760284 -0.421 -0.770 -0.384
H -0.470563 -0.727109 2.270837 0.701 0.128 -0.356
H -1.184633 -0.981854 3.768498 -0.150 -0.148 0.831
C -3.571986 -0.718013 0.883272 1.509 -0.194 -1.540
C -4.275408 -1.678334 1.767752 -0.680 0.635 1.261
C -5.409570 -1.195948 2.449352 -0.091 0.178 0.236
C -6.135311 -2.069783 3.246482 -1.112 0.402 0.171
C -5.855665 -3.417916 3.259005 -1.792 -0.870 2.025
C -4.801103 -3.895396 2.582594 3.054 -1.054 -1.012
C -3.906764 -3.014786 1.954012 -1.268 0.903 -0.938
H -2.481656 -0.601405 1.041384 -0.330 -0.831 0.287
H -3.863160 0.323989 1.001869 -0.765 -0.007 0.083
H -5.690987 -0.124412 2.361711 0.198 -0.898 0.061
H -7.025779 -1.814629 3.832727 0.446 0.584 -0.320
H -6.458515 -4.102517 3.930521 0.608 0.854 -1.103
H -4.531665 -4.958758 2.559441 -0.290 0.383 0.214
H -3.041574 -3.296108 1.393523 0.457 -0.740 -0.027

15
Properties=species:S:1:pos:R:3:forces:R:3 method="wB97M-V/def2-TZVPD" max_force_ha_per_bohr=0.123 total_energy_ev=-9299.4552 homo_ev=-9.70 e_above_lowest_ev=6.938
C -1.997366 -0.249322 -0.019673 -1.459 3.382 2.154
C -0.881515 0.831232 0.638960 -1.264 -4.135 2.129
C 0.054036 1.467350 -0.181571 0.709 2.548 -5.741
C 2.323092 -0.838395 0.212790 -0.941 -3.585 0.231
H -0.475511 -1.181301 -0.231564 1.040 -0.843 -0.266
H -2.776936 -0.454280 1.098081 1.810 0.834 -3.915
H -2.459474 0.424151 -0.982359 0.493 -2.246 2.683
H -1.416669 1.613175 1.134804 -0.560 0.012 0.966
H -0.130984 0.091029 1.267205 -2.829 2.247 -0.293
H -0.380248 2.427090 -1.027441 1.859 -2.508 3.124
H 3.072241 -0.077347 0.244255 1.018 -0.128 -0.188
H 2.454273 -2.028309 0.285662 0.122 2.982 0.255
N 1.200455 0.932745 -0.430693 -1.730 0.392 0.092
N 1.128342 -0.451096 0.032256 2.324 0.647 -0.975
O -1.397219 -1.431368 -0.362827 -0.591 0.403 -0.254

14
Properties=species:S:1:pos:R:3:forces:R:3 method="wB97M-V/def2-TZVPD" max_force_ha_per_bohr=0.044 total_energy_ev=-10856.6697 homo_ev=-9.48 e_above_lowest_ev=1.698 smiles="N[C@@H](CO)C(=O)O"
O -1.611275 -1.462314 1.277341 0.801 0.299 0.744
C -1.153209 -0.870680 0.338018 -0.612 -0.963 -1.382
O -1.943776 -0.643116 -0.731157 0.245 0.496 -0.429
C 0.335469 -0.472540 0.053419 -1.696 -0.480 1.381
C 0.413387 0.898236 0.699698 1.373 1.273 -0.551
O 1.786235 1.353821 0.663576 -0.204 -0.183 -0.422
N 0.557481 -0.328642 -1.348808 -0.328 -0.620 -0.539
H -2.804162 -1.038784 -0.548413 -0.121 -0.001 0.263
H 0.835389 -1.337916 0.516288 0.532 0.698 0.283
H 0.099672 1.131569 1.715675 -0.659 -1.098 0.049
H -0.195772 1.478469 -0.015086 0.118 0.234 0.382
H 1.781605 2.304092 0.813068 0.054 -0.037 -0.013
H 1.344487 0.226186 -1.634089 0.340 -0.016 0.361
H 0.554471 -1.238379 -1.799530 0.156 0.399 -0.127

10
Properties=species:S:1:pos:R:3:forces:R:3 method="wB97M-V/def2-TZVPD" max_force_ha_per_bohr=0.028 total_energy_ev=-4123.1144 homo_ev=-16.23 charge=+1 e_above_lowest_ev=0.798
C -0.828053 1.186211 -1.066497 0.816 -0.422 0.786
N -0.939788 0.588095 0.062869 -0.570 0.209 -0.253
H -0.919306 2.272600 -1.075632 -1.228 -0.227 -0.718
H -0.479979 0.581005 -1.906207 0.682 0.588 0.120
H -0.226639 -0.195804 0.383976 -0.704 -1.062 -0.702
H -1.646210 0.938451 0.707415 0.889 0.657 0.577
N 0.980030 -1.209758 0.644173 0.637 0.130 0.284
H 1.232386 -2.039776 0.110403 -0.397 0.055 -0.223
H 1.787105 -0.596488 0.528152 0.041 -0.040 0.080
H 1.040453 -1.524536 1.611347 -0.166 0.111 0.048

108
Properties=species:S:1:pos:R:3:forces:R:3 method="wB97M-V/def2-TZVPD" max_force_ha_per_bohr=0.150 total_energy_ev=-120324.2154 homo_ev="0.78 / -2.35" charge=-3 multiplicity=2
Hg -12.079726 9.138112 -3.465982 -0.783 -0.099 -0.118
O -13.380254 10.153665 1.010912 -1.253 3.147 -0.955
C -13.852504 11.110537 0.372687 3.525 -5.681 1.668
O -14.799504 11.890716 0.683529 -1.445 1.358 0.672
B -15.236674 12.587782 -0.527254 0.211 0.048 -0.205
O -14.245786 12.239099 -1.573022 -0.402 -0.195 0.557
C -13.421263 11.299358 -1.055199 -0.315 0.480 -2.035
O -12.610697 10.693869 -1.719081 -0.377 1.315 1.713
O -15.385640 13.995877 -0.279537 -3.533 1.627 0.861
C -16.803188 14.255591 -0.071424 2.460 3.885 -0.599
O -17.303617 15.354567 0.225704 1.832 -3.831 -0.662
C -17.469589 13.002298 -0.541939 -4.960 -0.476 1.310
O -16.635094 12.106771 -0.806392 2.234 -1.588 -1.189
O -18.695954 12.809009 -0.521916 1.774 1.014 -0.283
O -10.854355 10.996671 -4.318963 0.550 0.159 -1.522
C -10.507328 12.052391 -3.881011 -2.410 0.048 0.438
O -9.383130 12.324983 -3.353775 1.898 1.005 0.734
B -9.532042 13.594741 -2.627113 1.813 -0.179 0.894
O -10.828523 14.162987 -3.013300 3.114 2.817 2.495
C -11.439635 13.278785 -3.610844 -6.334 -2.783 -3.464
O -12.646832 13.375381 -3.928038 2.820 -0.533 0.241
O -9.390495 13.334509 -1.177939 -1.249 -0.433 -0.662
C -8.600366 14.215776 -0.643066 1.010 0.465 4.450
O -8.355938 14.331319 0.583575 -0.820 -0.035 -4.350
C -8.002748 15.018910 -1.809029 3.582 3.261 3.266
O -8.401321 14.526773 -2.917597 -0.975 -0.191 -1.592
O -7.183384 15.945119 -1.587216 -2.311 -2.390 -1.453
O -10.748574 8.505049 0.705451 1.234 0.474 -1.126
C -9.736283 8.925977 0.214384 -0.368 -0.364 0.199
O -8.692716 9.345919 0.904782 1.015 0.936 -0.522
B -7.555875 9.801296 0.003132 -2.271 -0.435 -0.031
O -8.018186 9.431286 -1.362686 -0.804 -0.227 0.212
C -9.301874 9.014308 -1.325540 0.131 0.359 1.000
O -9.994904 8.757782 -2.274646 1.317 -0.079 0.420
O -6.395292 9.087295 0.493465 1.855 1.193 -0.077
C -5.570464 10.030470 0.960786 2.890 -1.107 3.694
O -4.600772 9.851268 1.737614 -2.378 -0.070 -2.759
C -6.160468 11.428380 0.780582 -0.678 0.692 0.849
O -7.261616 11.250525 0.111451 -1.045 -0.622 -0.924
O -5.853138 12.451545 1.335116 0.816 -0.661 -0.534
C -13.599318 5.266046 -0.984340 -0.797 3.098 0.999
F -12.359530 4.878486 -1.261891 -0.385 -0.675 -0.130
F -14.444836 4.925804 -2.024506 0.933 -0.523 1.450
F -13.979038 4.714793 0.232417 0.148 -0.146 -2.119
S -13.611501 7.263581 -0.748589 0.724 1.066 3.062
O -13.054754 7.540235 0.578665 -1.524 -2.056 -1.466
O -12.671498 7.700929 -1.763838 -0.334 -1.282 -0.613
O -14.983175 7.720598 -0.916530 0.239 -0.981 -0.570
C -9.207616 5.970493 -6.350794 -1.609 0.020 0.362
C -10.221071 7.169939 -6.519337 0.162 -1.031 -0.871
C -10.599621 7.182221 -8.011185 -1.140 -0.466 -1.101
C -11.705502 6.160640 -8.462078 1.746 0.443 0.992
C -12.847190 6.249477 -7.489980 -0.232 -1.190 -0.604
C -12.518011 6.139344 -5.980777 -0.559 -0.212 -0.072
N -11.439526 7.114279 -5.681740 -1.134 -0.208 -1.952
O -11.194252 7.160189 -4.325038 1.083 -1.451 -0.683
C -13.819106 6.548552 -5.347304 -1.453 0.024 1.086
C -12.280433 4.645104 -5.519549 0.583 0.799 -1.196
C -9.521063 8.465902 -6.274012 0.353 0.643 1.024
H -9.474648 5.475501 -5.417096 0.671 -0.101 0.297
H -8.156411 6.255643 -6.392669 -0.168 0.022 0.077
H -9.461176 5.230822 -7.110197 0.379 -0.115 -0.126
H -10.944603 8.171109 -8.313174 0.030 0.171 0.164
H -9.677101 6.979493 -8.555205 0.099 0.145 -0.113
H -11.267813 5.162479 -8.448591 0.058 -0.310 0.278
H -12.042557 6.245876 -9.495144 0.050 0.612 -0.052
H -13.472606 5.405185 -7.780028 -0.476 -0.197 0.466
H -13.474366 7.113806 -7.708316 0.314 0.327 0.306
H -13.848761 6.509235 -4.258423 0.605 0.796 0.168
H -14.278614 7.447055 -5.759185 0.549 0.488 0.444
H -14.614757 5.820367 -5.504763 0.158 -0.654 -0.730
H -12.162803 4.423458 -4.458824 0.126 0.649 0.098
H -13.139464 4.055301 -5.839393 0.089 -0.028 -0.220
H -11.384806 4.354343 -6.068555 0.032 -0.721 0.138
H -10.262553 9.264634 -6.256578 0.299 0.110 -0.001
H -8.737300 8.660759 -7.006042 -0.119 -0.062 -0.257
H -9.018767 8.445152 -5.306872 -0.111 0.190 0.199
H -10.615359 6.399683 -4.234957 0.509 -0.498 1.275
C -12.599577 10.143829 -6.982026 -0.993 -0.964 0.238
C -14.079453 10.600771 -6.622075 -0.879 -1.211 -1.621
C -15.152996 9.900397 -7.623855 1.196 -0.222 0.778
C -16.619850 10.138668 -7.274686 0.737 -0.400 0.852
C -16.831002 9.632358 -5.836200 0.023 0.427 -0.310
C -15.870698 10.251920 -4.780241 -0.837 0.534 0.157
N -14.487716 10.224872 -5.199955 -0.059 -2.009 -4.376
O -13.640914 10.746783 -4.295286 -0.692 1.467 0.405
C -16.436452 11.708915 -4.486230 0.248 -0.851 0.995
C -15.987302 9.346306 -3.533029 -0.847 -0.059 0.147
C -14.195544 12.048379 -6.968897 -0.898 1.699 1.694
H -12.374521 9.142042 -6.616134 -0.172 0.133 0.926
H -11.791921 10.816212 -6.692764 -0.410 0.161 0.359
H -12.444224 9.909621 -8.035178 -0.592 0.733 -0.631
H -14.987315 10.188971 -8.661821 0.446 0.347 0.002
H -14.910497 8.838387 -7.586072 -0.323 -0.324 0.037
H -17.270511 9.613578 -7.973983 -0.022 -0.223 -0.032
H -16.884422 11.190842 -7.379691 0.077 0.124 0.156
H -16.771333 8.544506 -5.802815 0.298 -0.127 -0.127
H -17.851053 9.867235 -5.532174 -0.059 0.071 0.260
H -15.751982 12.308388 -3.886036 0.313 0.165 -0.182
H -16.784975 12.292858 -5.338080 0.170 -0.237 -0.131
H -17.258254 11.577380 -3.782362 -0.313 0.001 -0.161
H -15.480448 9.574785 -2.595479 0.254 0.552 -0.353
H -17.049645 9.315336 -3.291007 -0.199 0.037 0.227
H -15.728281 8.307854 -3.739503 0.301 0.079 -0.354
H -13.872861 12.387181 -7.953374 0.456 -0.327 0.124
H -13.773391 12.614621 -6.138692 0.882 0.396 -0.333
H -15.228352 12.378759 -6.858161 -0.323 -0.141 -0.379
H -14.073423 11.587986 -4.131268 0.942 1.167 1.014